This record from the OMol25 dataset describes a cluster of 2 separate species, C2H6F2O in total. The level of theory is wB97M-V/def2-TZVPD.

Geometry as XYZ:
```
11
Properties=species:S:1:pos:R:3
F -0.195 0.964 -1.099
C 0.596 -0.066 -0.997
C -0.153 -1.373 -0.847
F -0.970 -1.411 0.197
H 1.242 -0.102 -1.896
H 1.255 0.037 -0.113
H -0.746 -1.420 -1.781
H 0.501 -2.266 -0.818
O -0.667 2.130 2.722
H -0.049 1.382 2.883
H -0.815 2.125 1.749
```

## Properties
- HOMO: -11.4 eV
- Orbital gap: 12.15 eV
- Net charge: 0
- SMILES: FCCF.O
- Total energy: -9653.0611 eV
- LUMO: 0.0290 hartree

***

This record from the OMol25 dataset describes an isolated molecule of C2H6F2Si. The level of theory is wB97M-V/def2-TZVPD.

Geometry as XYZ:
```
11
Properties=species:S:1:pos:R:3
C 1.219 -0.453 -0.693
C -0.232 -0.574 -0.436
Si -1.015 0.852 1.004
F -1.574 0.255 2.357
F -2.334 1.662 0.464
H 1.621 0.438 -1.263
H 1.894 -0.732 0.193
H 1.613 -1.199 -1.327
H -0.433 -1.652 -0.229
H -0.687 -0.418 -1.455
H -0.071 1.821 1.385
```

## Properties
- HOMO: -10.6 eV
- Orbital gap: 11.61 eV
- Net charge: 0
- SMILES: CC[SiH](F)F
- Total energy: -15486.3878 eV
- LUMO: 0.0362 hartree

***

This record from the OMol25 dataset describes a cluster of 2 separate species, C2H6F4Si2 in total. The level of theory is wB97M-V/def2-TZVPD.

Geometry as XYZ:
```
14
Properties=species:S:1:pos:R:3
C 1.799 -2.122 3.118
C -0.648 2.193 -2.107
F -2.551 -0.567 0.676
F -0.446 0.279 1.376
F -1.207 -0.504 -2.839
F 1.060 -0.143 -1.732
Si -1.045 -0.828 0.343
Si -0.476 0.286 -1.556
H 1.061 -2.076 3.892
H 1.961 -1.267 2.492
H 2.458 -2.957 3.236
H 0.317 2.779 -1.999
H -0.658 2.383 -3.161
H -1.623 2.544 -1.738
```

## Properties
- <S²>: 2.007
- 2S+1: 3
- HOMO (alpha / beta): -8.9 / -11.4 eV
- Orbital gap (alpha / beta): 9.23 / 9.17 eV
- Net charge: 0
- Total energy: -28799.2710 eV
- LUMO (alpha / beta): 0.0123 / -0.0835 hartree

***

This record from the OMol25 dataset describes a cluster of 2 separate species, C2H6FN in total. The level of theory is wB97M-V/def2-TZVPD.

Geometry as XYZ:
```
10
Properties=species:S:1:pos:R:3
C -0.112 -0.392 -0.779
C -0.079 0.659 0.341
N -0.787 0.178 1.547
F -0.657 1.071 2.589
H -1.210 -0.616 -0.999
H 0.299 0.063 -1.613
H 0.437 -1.373 -0.411
H 0.892 1.098 0.586
H -0.688 1.478 -0.154
H 0.224 -0.667 1.999
```

## Properties
- HOMO: -10.1 eV
- Orbital gap: 10.83 eV
- Net charge: 0
- Total energy: -6374.9469 eV
- LUMO: 0.0282 hartree

***

This record from the OMol25 dataset describes a cluster of 2 separate species, C2H6FNO2S in total. The level of theory is wB97M-V/def2-TZVPD.

Geometry as XYZ:
```
13
Properties=species:S:1:pos:R:3
C 1.152 -1.161 -0.352
C 1.444 0.226 0.033
N -1.982 0.565 -0.518
O -1.314 -0.383 1.586
O -1.458 2.114 1.300
F 2.285 0.380 1.047
S -1.055 0.805 0.849
H 1.873 -1.526 -1.008
H 1.202 -1.830 0.579
H 0.160 -1.200 -0.834
H 1.529 1.030 -0.749
H -2.217 1.284 -1.064
H -1.617 -0.304 -0.869
```

## Properties
- HOMO (alpha / beta): -9.0 / -8.9 eV
- Orbital gap (alpha / beta): 8.43 / 7.69 eV
- Net charge: 0
- Total energy: -21305.8240 eV
- LUMO (alpha / beta): -0.0209 / -0.0428 hartree

***

This record from the OMol25 dataset describes a cluster of 2 separate species, C2H6FPS in total. The level of theory is wB97M-V/def2-TZVPD.

Geometry as XYZ:
```
11
Properties=species:S:1:pos:R:3
C -1.331 0.079 0.607
C 1.324 -0.467 -0.333
F -0.634 -1.083 -1.713
P -0.297 -1.343 -0.060
S 0.633 2.779 0.363
H -1.715 -0.143 1.668
H -0.806 1.019 0.717
H -2.151 0.096 -0.238
H 1.423 0.234 0.472
H 2.098 -1.197 -0.190
H 1.457 0.026 -1.292
```

## Properties
- HOMO (alpha / beta): -9.6 / -9.6 eV
- Orbital gap (alpha / beta): 6.68 / 6.66 eV
- Net charge: 0
- Total energy: -25009.8367 eV
- LUMO (alpha / beta): -0.1060 / -0.1074 hartree